1.
C2H3NO2 in the gas phase. Source: the OMol25 dataset; level of theory: the ωB97M-V functional and the def2-TZVPD basis.

```
8
Properties=species:S:1:pos:R:3:mulliken_charge:R:1
O -1.58271 -0.92937 -0.03164 -0.488
C -1.16014 0.19728 -0.09828 0.150
N 0.17642 0.52782 0.11300 -0.079
C 1.12818 -0.49904 0.10068 0.104
O 2.30833 -0.35222 -0.13750 -0.489
H -1.87035 1.09657 -0.21658 0.291
H 0.41925 1.47915 0.04039 0.222
H 0.58102 -1.52019 0.22994 0.289
```

Its SMILES is O=CNC=O. The value obtained for the orbital gap is 10.94 eV.

2.
C2H3NO2S in the gas phase. Source: the OMol25 dataset; level of theory: the ωB97M-V functional and the def2-TZVPD basis.

```
9
Properties=species:S:1:pos:R:3:mulliken_charge:R:1
O -2.81795 0.39854 -0.12434 -0.403
C -1.66370 0.25929 0.11798 0.106
S -0.80145 -1.22136 -0.49390 -0.090
C 0.85113 -1.09478 0.13316 -0.072
N 1.59213 -0.06197 0.06008 -0.333
O 0.98483 0.98420 -0.59792 -0.334
H -1.06352 0.95816 0.74640 0.346
H 1.31868 -1.93063 0.59532 0.414
H 1.59985 1.70855 -0.43678 0.365
```

Its SMILES is O=CS/C=N\O. The value obtained for the orbital gap is 10.27 eV.

no.,HOMO energy (hartree),largest force on an atom (eV/A)
1,-0.3790,1.94
2,-0.3546,1.38